84
Properties=species:S:1:pos:R:3:forces:R:3:lowdin_charge:R:1 method="wB97M-V/def2-TZVPD" smiles="CN(C)P(=O)(N(C)C)N(C)C.CN(C)P(=O)(N(C)C)N(C)C.CC(=O)N(C)CCCCBBr" multiplicity=1 e_above_lowest_kcal_mol=151.3 energy_ev=-126392.67548 homo_ev=-8.077 gap_ev=6.7880
C 2.4833 -3.7551 3.1667 0.367 0.405 0.443 -0.138
N 3.0575 -3.6610 1.8450 -0.895 -1.310 -0.117 -0.343
C 3.6454 -4.9437 1.4739 0.228 0.249 -0.452 -0.143
P 3.7633 -2.3258 1.0464 -7.005 0.927 3.161 0.781
O 2.9382 -2.5333 -0.2381 3.945 -0.554 -1.430 -0.291
N 3.0175 -0.8008 1.3836 -0.519 1.477 0.392 -0.339
C 1.6506 -0.7276 1.8897 -0.094 -0.295 0.260 -0.123
C 3.1423 0.1476 0.2705 0.484 -0.154 -0.044 -0.142
N 4.8522 -2.0528 2.4447 3.593 -0.641 -1.629 -0.310
C 4.5529 -1.2070 3.5901 -0.697 0.589 -0.144 -0.137
C 6.2072 -1.7256 1.9694 0.140 -0.265 0.056 -0.157
H 3.2464 -3.8476 3.9512 0.014 -0.002 0.151 0.079
H 1.8343 -4.6339 3.2395 0.189 -0.065 -0.263 0.085
H 1.8333 -2.9176 3.4057 0.149 0.160 -0.057 0.053
H 4.5715 -5.1306 2.0342 0.027 -0.164 0.093 0.077
H 3.8865 -4.9680 0.4073 -0.026 0.089 0.039 0.069
H 2.9527 -5.7704 1.6526 -0.038 0.154 0.112 0.080
H 0.9652 -1.3840 1.3439 -0.117 -0.039 0.001 0.086
H 1.2593 0.2931 1.8396 0.240 -0.019 -0.188 0.070
H 1.6176 -0.9710 2.9520 -0.041 -0.156 -0.011 0.057
H 2.4124 -0.0411 -0.5229 0.029 -0.068 -0.075 0.062
H 4.1410 0.0869 -0.1763 -0.087 -0.008 -0.030 0.073
H 3.0126 1.1746 0.6225 -0.036 -0.103 0.179 0.080
H 4.5462 -0.1407 3.3432 -0.055 -0.012 -0.006 0.085
H 5.3124 -1.3623 4.3642 0.173 -0.301 -0.305 0.092
H 3.6047 -1.4595 4.0602 -0.093 0.004 -0.230 0.061
H 6.2482 -0.7159 1.5434 0.179 0.079 0.058 0.075
H 6.5154 -2.4329 1.1917 -0.036 0.023 -0.016 0.074
H 6.9423 -1.7982 2.7758 -0.116 0.055 0.010 0.078
C -1.8088 5.9906 2.6860 -0.494 -0.009 -0.481 -0.139
N -0.9287 4.8693 2.4548 0.902 1.009 0.931 -0.344
C 0.3728 5.3523 2.0065 0.133 -0.529 -0.110 -0.142
P -1.2861 3.2805 1.9384 -3.972 2.948 6.046 0.780
O -0.4629 2.6349 3.0701 2.080 -1.441 -3.501 -0.281
N -2.7769 2.6407 2.5426 -1.489 -0.611 0.364 -0.345
C -3.4048 3.1948 3.7376 0.086 0.436 0.005 -0.129
C -2.7501 1.1787 2.6785 0.254 -0.052 -0.421 -0.146
N -2.1918 3.9407 0.5384 2.121 -1.383 -3.139 -0.309
C -3.6094 4.2671 0.5328 -0.473 -0.386 0.681 -0.137
C -1.8940 3.1515 -0.6690 0.172 0.193 -0.150 -0.160
H -2.1037 6.4927 1.7546 -0.095 0.113 -0.052 0.079
H -1.3170 6.7384 3.3166 0.250 -0.179 -0.115 0.085
H -2.7048 5.7180 3.2373 -0.053 -0.170 -0.131 0.052
H 0.3215 5.7264 0.9750 0.068 0.174 -0.050 0.077
H 1.1176 4.5518 2.0377 -0.095 -0.027 0.018 0.068
H 0.7501 6.1500 2.6521 -0.190 -0.015 0.005 0.081
H -2.6919 3.3520 4.5527 -0.020 0.034 0.115 0.089
H -4.2054 2.5454 4.1039 0.227 -0.207 -0.177 0.083
H -3.9084 4.1350 3.5102 0.132 0.115 0.028 0.053
H -2.2350 0.8532 3.5869 0.093 -0.008 -0.025 0.078
H -2.2368 0.7226 1.8244 0.003 0.005 0.080 0.070
H -3.7655 0.7739 2.6930 -0.036 0.196 -0.018 0.080
H -4.2514 3.3814 0.5744 0.003 0.010 0.046 0.085
H -3.8534 4.8093 -0.3873 0.448 -0.052 -0.087 0.093
H -3.8879 4.9352 1.3452 0.131 -0.153 0.138 0.060
H -2.3710 2.1644 -0.6290 -0.067 -0.046 -0.188 0.073
H -0.8129 3.0005 -0.7642 -0.003 -0.019 0.041 0.072
H -2.2250 3.6665 -1.5753 -0.068 -0.013 0.104 0.079
C 0.6343 -3.5138 -4.7054 0.712 0.778 0.139 -0.010
C -0.0787 -2.0936 -4.9298 0.449 -0.869 -1.682 -0.451
O -0.0460 -1.6502 -6.0859 -0.678 -0.499 2.645 0.039
N -0.7171 -1.4638 -3.7886 1.311 0.597 -1.583 -0.116
C 0.3743 -1.1905 -2.8053 1.213 -0.895 1.378 -0.083
C -1.4964 -0.2557 -4.1534 -1.013 1.391 0.199 -0.188
C -3.0353 -0.5255 -4.4853 0.585 0.432 -0.400 -0.187
C -3.3103 -1.7602 -5.4465 0.059 0.339 -0.278 -0.231
C -3.2996 -3.1868 -4.7412 -0.900 0.373 -0.455 -0.228
B -4.3532 -3.3744 -3.5375 0.552 0.327 -0.635 -0.550
Br -5.9686 -2.2585 -3.2228 0.993 -0.751 -0.297 0.612
H -0.0488 -4.3823 -4.9318 0.538 1.121 0.265 0.081
H 1.5126 -3.5470 -5.4334 -1.326 0.050 0.862 0.094
H 1.0762 -3.6270 -3.6729 -0.741 0.047 -1.005 0.072
H 1.4195 -1.3555 -3.2401 -1.410 0.340 0.470 0.104
H 0.3778 -0.1481 -2.3749 -0.368 -1.072 -0.686 0.083
H 0.2987 -1.9300 -1.9407 0.102 1.051 -0.954 0.096
H -1.0506 0.3592 -4.9991 -0.205 -1.050 0.851 0.126
H -1.4934 0.4405 -3.2453 0.058 -1.017 -1.151 0.111
H -3.4065 0.4053 -5.0380 0.507 -1.144 0.800 0.118
H -3.5943 -0.5460 -3.5042 0.422 -0.369 -1.163 0.075
H -4.3182 -1.5656 -5.9513 1.198 -0.524 0.844 0.109
H -2.5528 -1.7339 -6.3022 -0.910 -0.029 1.235 0.109
H -3.6017 -3.9475 -5.5481 0.361 0.745 1.090 0.121
H -2.2903 -3.5219 -4.3595 -1.034 0.523 -0.468 0.077
H -4.1226 -4.2408 -2.7511 -0.423 0.112 0.065 0.014